A cluster of 10 separate species, C46H101N3O14S7 in total, computed with wB97M-V/def2-TZVPD.

ORCA input file:
```
! RIJCOSX wB97M-V def2-TZVPD def2/J DEFGRID3
* xyz 0 1
S -21.690 -18.730 -2.474
S -14.640 -24.530 -4.042
S -15.959 -28.648 0.161
S -24.138 -20.297 1.318
S -16.617 -20.437 4.314
S -17.888 -25.940 4.490
S -18.721 -21.644 0.290
O -19.811 -21.585 1.246
O -23.736 -19.618 0.109
O -16.308 -21.843 4.132
O -22.719 -19.202 -3.377
O -17.146 -26.177 3.271
O -17.974 -20.473 -0.131
O -14.729 -25.852 -4.620
O -14.678 -29.004 0.736
O -25.101 -19.673 2.184
O -18.012 -20.105 4.538
O -21.202 -19.509 -1.362
O -15.774 -23.928 -3.367
O -17.077 -28.226 0.992
O -17.431 -26.457 5.780
N -11.738 -21.947 1.800
N -23.394 -26.223 0.938
N -19.770 -26.434 -4.634
C -10.871 -23.240 -0.164
C -15.245 -18.349 5.054
C -10.665 -19.757 2.180
C -19.745 -16.935 -3.196
C -15.911 -19.391 2.907
C -12.987 -22.580 2.263
C -12.235 -23.415 -3.420
C -14.883 -18.491 3.581
C -13.939 -22.916 1.122
C -21.991 -17.002 -1.962
C -19.324 -22.444 -1.216
C -18.138 -23.302 -1.610
C -13.187 -24.497 -2.964
C -22.772 -26.196 2.259
C -20.069 -24.300 4.436
C -20.565 -25.690 4.856
C -19.561 -26.606 4.195
C -13.975 -23.363 -5.245
C -15.604 -19.759 5.581
C -23.281 -22.749 0.966
C -20.557 -16.435 -1.975
C -17.493 -22.937 0.749
C -22.533 -26.687 -0.155
C -20.254 -18.278 -3.595
C -12.466 -23.257 -4.941
C -22.719 -27.504 3.009
C -22.663 -22.309 2.331
C -11.187 -21.046 2.807
C -15.692 -27.482 -1.108
C -25.842 -26.027 1.465
C -20.031 -27.552 -3.688
C -17.261 -26.560 -4.761
C -20.068 -26.720 -6.031
C -15.503 -28.261 -2.440
C -18.532 -25.739 -4.370
C -16.401 -30.008 -1.013
C -15.435 -29.827 -2.168
C -10.754 -22.908 1.329
C -22.667 -20.772 2.252
C -24.607 -22.010 0.881
C -17.584 -23.992 -0.350
C -18.557 -24.215 4.667
C -21.545 -27.704 -3.526
C -24.738 -26.743 0.669
C -21.251 -25.852 -0.258
C -19.698 -25.658 -7.048
H -18.198 -23.922 5.652
H -10.774 -22.297 -0.705
H -10.046 -23.895 -0.448
H -13.479 -24.616 -1.923
H -20.024 -25.868 -8.063
H -22.120 -26.792 -3.404
H -21.731 -20.335 1.907
H -14.735 -20.414 5.665
H -20.564 -26.338 -0.952
H -23.337 -25.475 2.876
H -14.308 -22.477 -4.689
H -20.764 -23.626 4.941
H -16.464 -28.050 -2.901
H -17.590 -23.226 1.790
H -25.106 -21.890 -0.077
H -23.299 -22.695 3.128
H -19.728 -26.702 3.123
H -15.610 -30.245 -3.156
H -11.909 -20.829 3.598
H -12.732 -25.455 -3.239
H -21.115 -27.009 -6.128
H -20.171 -16.804 -1.022
H -16.567 -22.373 0.622
H -18.459 -24.090 -2.293
H -26.758 -26.528 1.147
H -11.927 -24.077 -5.419
H -9.874 -20.086 1.502
H -20.168 -24.191 3.354
H -20.168 -23.064 -0.910
H -17.335 -22.733 -2.078
H -16.737 -19.014 2.312
H -14.786 -23.496 1.518
H -13.622 -23.755 0.491
H -20.558 -15.347 -1.923
H -15.516 -20.283 2.414
H -21.878 -25.576 2.375
H -25.229 -22.379 1.698
H -15.034 -26.640 -0.891
H -12.371 -22.492 -2.849
H -19.912 -16.197 -3.987
H -22.693 -16.478 -2.611
H -22.495 -17.052 -0.998
H -14.410 -30.077 -1.899
H -10.205 -19.158 2.968
H -21.432 -24.825 -0.576
H -22.291 -27.732 -0.405
H -16.361 -30.882 -0.363
H -16.028 -17.608 5.227
H -25.029 -26.737 -0.375
H -13.889 -18.924 3.479
H -13.466 -21.889 2.955
H -11.180 -23.636 -3.266
H -14.260 -22.046 0.557
H -25.915 -25.046 0.982
H -21.647 -22.675 2.462
H -21.679 -28.450 -2.740
H -19.574 -28.481 -4.051
H -25.684 -25.885 2.528
H -19.672 -27.586 4.666
H -20.752 -18.535 -4.527
H -19.581 -19.114 -3.390
H -21.599 -25.791 4.526
H -14.835 -17.499 3.131
H -18.122 -23.588 3.895
H -12.826 -23.453 2.911
H -11.436 -19.225 1.629
H -17.438 -29.931 -1.343
H -22.101 -28.203 2.442
H -14.470 -17.970 5.726
H -23.748 -27.876 3.045
H -17.502 -27.278 -5.541
H -9.700 -22.691 1.523
H -14.317 -23.406 -6.270
H -22.605 -22.331 0.205
H -18.491 -24.865 -5.024
H -19.451 -27.245 -2.817
H -16.062 -19.710 6.566
H -19.661 -21.655 -1.881
H -21.865 -28.155 -4.468
H -16.605 -26.892 -1.236
H -16.420 -25.887 -4.938
H -23.084 -26.420 -1.066
H -11.815 -23.684 -0.466
H -16.885 -27.167 -3.928
H -18.293 -24.750 -0.014
H -18.419 -25.364 -3.353
H -10.836 -23.795 1.978
H -23.127 -23.807 0.765
H -14.661 -27.775 -2.919
H -20.210 -24.719 -6.801
H -18.641 -25.411 -6.958
H -10.352 -21.494 3.369
H -24.752 -27.780 1.041
H -20.554 -25.835 5.938
H -18.672 -16.860 -3.029
H -19.546 -27.630 -6.378
H -22.811 -20.313 3.233
H -16.583 -24.320 -0.619
H -12.124 -22.283 -5.281
H -20.785 -25.775 0.725
H -22.454 -27.428 4.063
*
```

Output
Kohn-Sham gap, eV: 7.96
Energy, Eh: -5817.93106
F_max, eV Å⁻¹: 3.45
ΔE to the lowest compared entry with this formula, charge and spin, kcal per mole: 78.5
SMILES: O=S1(=O)CCCC1.O=S1(=O)CCCC1.O=S1(=O)CCCC1.O=S1(=O)CCCC1.O=S1(=O)CCCC1.O=S1(=O)CCCC1.O=S1(=O)CCCC1.CCN(CC)CC.CCN(CC)CC.CCN(CC)CC